[1]
DFT (the ωB97M-V functional and the def2-TZVPD basis) results for C16H36N4O7V as an isolated structure at a distorted geometry.

Last column: Löwdin spin population.
Element x y z (Å)
V: 0.4316 0.3624 -0.9835  2.769
O: 2.2367 1.6535 -0.6394  0.009
O: 0.3452 -0.4887 0.9837  0.021
O: -0.1232 1.0073 -2.8812  0.037
O: -0.6556 2.1334 -0.0104  0.015
O: 0.0450 -1.8380 -1.5916  0.018
O: -2.0398 -0.0628 -0.8750  0.014
O: 2.6519 -0.4553 -1.1055  0.016
N: 0.8378 -1.1969 3.0626  0.013
N: -4.1000 -0.8596 -0.3814  0.001
N: 0.7511 -3.9738 -1.4603  0.006
N: -0.1285 3.7088 1.5081  0.006
C: 3.0427 0.7434 -0.9926  0.013
C: 2.1375 -3.5560 -1.5468  0.000
C: -0.1891 -3.0194 -1.4654  0.010
C: -0.4999 3.2995 0.2898  0.011
C: -4.2626 -0.0024 0.7668  0.000
C: 2.2591 -1.0665 2.8300  0.001
C: -0.0159 -0.8560 2.0875  0.017
C: 4.4760 1.0856 -1.3048  0.001
C: 0.0716 5.1011 1.8219  0.000
C: 0.3502 -1.5060 4.3988  0.001
C: 0.2603 3.3271 -3.4113  0.002
C: -5.2145 -1.6739 -0.7802  0.000
C: 0.1145 2.7161 2.5378  0.001
C: 0.3800 1.8564 -3.8222  0.005
C: -2.9625 -0.7919 -1.1160  0.003
C: 0.4332 -5.3238 -1.0603  0.001
H: 2.7732 -4.4190 -1.7330  0.000
H: 4.6925 0.7414 -2.3177  0.000
H: -0.1525 1.7184 -4.7868  -0.001
H: -0.5368 -5.6179 -1.4619  0.000
H: -0.7774 3.5790 -3.1759  0.000
H: 1.1901 -5.9982 -1.4481  0.000
H: -0.6461 5.4551 2.5678  0.000
H: 0.8813 3.5107 -2.5284  0.000
H: -0.6142 4.1128 -0.4422  0.001
H: 1.4576 1.6690 -4.0330  0.001
H: -5.4045 -2.4760 -0.0570  0.000
H: 1.0902 -2.1182 4.9100  0.000
H: -0.5573 -2.1028 4.3312  0.000
H: -2.9656 -1.4814 -1.9807  0.000
H: -0.6660 1.9572 2.5155  0.000
H: -0.0665 5.7090 0.9279  0.000
H: 5.1527 0.5355 -0.6462  0.000
H: 0.1238 3.2115 3.5063  0.000
H: -4.9923 -2.1634 -1.7281  0.000
H: 0.6039 3.9970 -4.2129  0.000
H: 1.0775 2.2217 2.3761  0.000
H: 2.4788 -3.0540 -0.6344  0.000
H: 4.6830 2.1466 -1.2093  0.000
H: 2.4695 -1.1819 1.7681  0.000
H: 2.2758 -2.8243 -2.3391  0.000
H: -5.1906 0.5650 0.6850  0.000
H: -1.0776 -0.9513 2.3644  0.002
H: 2.7914 -1.8310 3.3966  0.000
H: -1.2127 -3.4253 -1.3795  0.001
H: 0.3909 -5.4273 0.0304  0.000
H: -4.2734 -0.5889 1.6906  0.000
H: 1.0880 5.2735 2.1827  0.000
H: -6.1112 -1.0642 -0.8973  0.000
H: 2.6348 -0.0822 3.1294  0.001
H: 0.1726 -0.6027 4.9840  0.000
H: -3.4157 0.6829 0.7864  0.000

Computed properties:
⟨S²⟩ = 3.755
Multiplicity = 4
Energy = -2321.0111 Ha

=====

[2]
DFT (the ωB97M-V functional and the def2-TZVPD basis) results for C23H56N3O12V as an isolated structure at a distorted geometry.

Last column: Mulliken charge in e.
Element x y z (Å)
V: 0.5639 -0.3466 -1.6659  1.533
O: 1.7833 0.5230 -1.1328  -0.444
O: -0.9418 4.7752 -0.5807  -0.404
O: -1.4363 3.3631 2.1380  -0.481
O: -4.4984 -0.0665 0.9450  -0.414
O: -0.5641 -0.3980 -0.4883  -0.216
O: 2.2541 1.9748 3.2546  -0.097
O: -0.5299 0.6789 -3.0563  -0.607
O: -0.4973 -2.4420 -2.2365  -0.306
O: 1.5828 -1.9664 0.0141  -0.701
O: 1.6847 -1.4615 -3.2774  -0.652
O: -6.5291 -1.7981 0.7354  -0.301
O: 1.6148 3.0733 5.8330  -0.307
N: 3.5546 -2.1387 1.1356  0.251
N: -1.8682 -4.1378 -1.6264  0.107
N: 3.3352 -1.1507 -4.7988  0.227
C: 3.0094 1.8177 4.4105  -0.666
C: 3.9271 -1.4820 -6.0738  -0.917
C: -0.1371 1.8046 -3.7611  -0.215
C: -0.6961 2.9904 0.9749  -0.200
C: -3.2395 -4.5785 -1.4624  -0.967
C: 4.3369 -1.4769 0.1181  -0.608
C: 4.2076 -2.5558 2.3662  -1.045
C: 2.0955 -1.5014 -4.4248  0.041
C: -7.7095 -2.5028 0.4990  -0.781
C: -1.4623 3.4996 -0.2184  -0.460
C: 2.8850 1.4963 2.0916  -0.559
C: -1.6515 5.2818 -1.7094  -0.620
C: -3.2714 0.3770 1.4289  -0.457
C: -0.8694 2.9013 3.3507  -0.765
C: 2.2333 -2.3535 0.9633  -0.052
C: -4.3499 -1.1439 0.0485  -0.198
C: -1.5245 -3.0735 -2.3676  0.002
C: -0.9888 -4.6413 -0.5715  -0.948
C: 0.5439 3.1524 6.7324  -0.745
C: 1.1122 2.5184 -3.2859  -0.848
C: 2.0862 1.7581 5.5965  -0.517
C: 4.2028 -0.4396 -3.8829  -0.725
C: -5.7050 -1.6497 -0.3954  -0.292
H: -0.3046 2.5886 6.3130  0.276
H: 1.7768 -2.9175 1.7915  0.301
H: 1.5735 -1.9456 -5.2873  0.282
H: 3.8060 -0.4874 -2.8712  -0.093
H: -8.3580 -2.3864 1.3624  0.252
H: 0.0428 -4.3934 -0.8136  0.227
H: 4.8078 -3.4420 2.1352  0.379
H: 0.2773 4.1897 6.8979  0.250
H: -3.7823 -1.9298 0.5708  0.241
H: -3.9104 -4.0520 -2.1389  0.357
H: 0.3450 3.3347 1.0308  0.544
H: 3.6872 2.6755 4.5656  0.286
H: 4.3501 -0.6386 -6.6091  0.306
H: -0.0023 1.5872 -4.8439  0.347
H: 3.4820 -2.9220 3.0899  0.296
H: -1.3405 2.7919 -1.0498  0.121
H: -2.1952 -2.9186 -3.2292  0.399
H: 2.5818 1.4044 6.5103  0.436
H: -2.5081 3.6239 0.0744  0.542
H: -1.4135 6.3424 -1.8031  0.276
H: 5.1811 -0.9230 -3.7642  0.388
H: -1.1959 4.7833 -2.5718  0.135
H: 0.7503 2.6414 7.6849  0.317
H: 4.5188 -0.4264 0.3527  0.230
H: -6.1330 -0.9565 -1.1258  0.288
H: -5.5204 -2.6638 -0.7825  0.129
H: -3.7251 -0.8207 -0.7959  0.307
H: 5.2838 -2.0037 -0.0175  0.414
H: -3.6044 -4.2811 -0.4718  0.309
H: 0.0713 3.4322 3.5016  0.371
H: -0.6319 1.8930 1.0233  0.039
H: -3.2621 -5.6655 -1.5051  0.332
H: -8.2604 -2.2520 -0.4164  0.312
H: 3.1607 -1.9579 -6.6969  0.272
H: -0.7473 1.8073 3.3757  0.266
H: 3.7888 -1.5250 -0.8204  -0.036
H: -0.9432 2.5572 -3.8507  0.299
H: 4.6121 -2.3232 -5.9359  0.371
H: -2.7032 1.0737 0.7961  0.194
H: 1.2924 3.3909 -3.9227  0.470
H: 3.8605 2.0057 2.0371  0.407
H: 3.0959 0.4199 2.1178  0.121
H: -1.6287 3.0845 4.1137  0.325
H: -2.7322 5.1796 -1.6063  0.296
H: 1.2023 1.1504 5.3554  0.299
H: -1.1558 -5.7154 -0.5798  0.411
H: -2.5168 -0.4306 1.3759  0.128
H: 2.0307 1.9225 -3.3355  -0.030
H: 2.3449 1.7274 1.1780  0.051
H: 4.4109 0.5765 -4.2172  0.313
H: -7.4679 -3.5720 0.3719  0.286
H: -3.2502 0.7448 2.4517  0.248
H: -1.1938 -4.1387 0.3746  0.288
H: 1.0530 2.8142 -2.2354  0.036
H: 4.8016 -1.7426 2.7749  0.334
H: 3.7544 1.0079 4.4511  0.409

Computed properties:
Energy = -2920.9507 Ha

=====

Copy entry 1 word for word.
DFT (the ωB97M-V functional and the def2-TZVPD basis) results for C16H36N4O7V as an isolated structure at a distorted geometry.

Last column: Löwdin spin population.
Element x y z (Å)
V: 0.4316 0.3624 -0.9835  2.769
O: 2.2367 1.6535 -0.6394  0.009
O: 0.3452 -0.4887 0.9837  0.021
O: -0.1232 1.0073 -2.8812  0.037
O: -0.6556 2.1334 -0.0104  0.015
O: 0.0450 -1.8380 -1.5916  0.018
O: -2.0398 -0.0628 -0.8750  0.014
O: 2.6519 -0.4553 -1.1055  0.016
N: 0.8378 -1.1969 3.0626  0.013
N: -4.1000 -0.8596 -0.3814  0.001
N: 0.7511 -3.9738 -1.4603  0.006
N: -0.1285 3.7088 1.5081  0.006
C: 3.0427 0.7434 -0.9926  0.013
C: 2.1375 -3.5560 -1.5468  0.000
C: -0.1891 -3.0194 -1.4654  0.010
C: -0.4999 3.2995 0.2898  0.011
C: -4.2626 -0.0024 0.7668  0.000
C: 2.2591 -1.0665 2.8300  0.001
C: -0.0159 -0.8560 2.0875  0.017
C: 4.4760 1.0856 -1.3048  0.001
C: 0.0716 5.1011 1.8219  0.000
C: 0.3502 -1.5060 4.3988  0.001
C: 0.2603 3.3271 -3.4113  0.002
C: -5.2145 -1.6739 -0.7802  0.000
C: 0.1145 2.7161 2.5378  0.001
C: 0.3800 1.8564 -3.8222  0.005
C: -2.9625 -0.7919 -1.1160  0.003
C: 0.4332 -5.3238 -1.0603  0.001
H: 2.7732 -4.4190 -1.7330  0.000
H: 4.6925 0.7414 -2.3177  0.000
H: -0.1525 1.7184 -4.7868  -0.001
H: -0.5368 -5.6179 -1.4619  0.000
H: -0.7774 3.5790 -3.1759  0.000
H: 1.1901 -5.9982 -1.4481  0.000
H: -0.6461 5.4551 2.5678  0.000
H: 0.8813 3.5107 -2.5284  0.000
H: -0.6142 4.1128 -0.4422  0.001
H: 1.4576 1.6690 -4.0330  0.001
H: -5.4045 -2.4760 -0.0570  0.000
H: 1.0902 -2.1182 4.9100  0.000
H: -0.5573 -2.1028 4.3312  0.000
H: -2.9656 -1.4814 -1.9807  0.000
H: -0.6660 1.9572 2.5155  0.000
H: -0.0665 5.7090 0.9279  0.000
H: 5.1527 0.5355 -0.6462  0.000
H: 0.1238 3.2115 3.5063  0.000
H: -4.9923 -2.1634 -1.7281  0.000
H: 0.6039 3.9970 -4.2129  0.000
H: 1.0775 2.2217 2.3761  0.000
H: 2.4788 -3.0540 -0.6344  0.000
H: 4.6830 2.1466 -1.2093  0.000
H: 2.4695 -1.1819 1.7681  0.000
H: 2.2758 -2.8243 -2.3391  0.000
H: -5.1906 0.5650 0.6850  0.000
H: -1.0776 -0.9513 2.3644  0.002
H: 2.7914 -1.8310 3.3966  0.000
H: -1.2127 -3.4253 -1.3795  0.001
H: 0.3909 -5.4273 0.0304  0.000
H: -4.2734 -0.5889 1.6906  0.000
H: 1.0880 5.2735 2.1827  0.000
H: -6.1112 -1.0642 -0.8973  0.000
H: 2.6348 -0.0822 3.1294  0.001
H: 0.1726 -0.6027 4.9840  0.000
H: -3.4157 0.6829 0.7864  0.000

Computed properties:
⟨S²⟩ = 3.755
Multiplicity = 4
Energy = -2321.0111 Ha

=====

Question: Which value of energy does entry 2 give?
Answer: -2920.9507 Ha

=====

Question: Among the records above, which one has the lowest energy?
Answer: C23H56N3O12V

=====

Repeat the first record exactly.
DFT (the ωB97M-V functional and the def2-TZVPD basis) results for C16H36N4O7V as an isolated structure at a distorted geometry.

Last column: Löwdin spin population.
Element x y z (Å)
V: 0.4316 0.3624 -0.9835  2.769
O: 2.2367 1.6535 -0.6394  0.009
O: 0.3452 -0.4887 0.9837  0.021
O: -0.1232 1.0073 -2.8812  0.037
O: -0.6556 2.1334 -0.0104  0.015
O: 0.0450 -1.8380 -1.5916  0.018
O: -2.0398 -0.0628 -0.8750  0.014
O: 2.6519 -0.4553 -1.1055  0.016
N: 0.8378 -1.1969 3.0626  0.013
N: -4.1000 -0.8596 -0.3814  0.001
N: 0.7511 -3.9738 -1.4603  0.006
N: -0.1285 3.7088 1.5081  0.006
C: 3.0427 0.7434 -0.9926  0.013
C: 2.1375 -3.5560 -1.5468  0.000
C: -0.1891 -3.0194 -1.4654  0.010
C: -0.4999 3.2995 0.2898  0.011
C: -4.2626 -0.0024 0.7668  0.000
C: 2.2591 -1.0665 2.8300  0.001
C: -0.0159 -0.8560 2.0875  0.017
C: 4.4760 1.0856 -1.3048  0.001
C: 0.0716 5.1011 1.8219  0.000
C: 0.3502 -1.5060 4.3988  0.001
C: 0.2603 3.3271 -3.4113  0.002
C: -5.2145 -1.6739 -0.7802  0.000
C: 0.1145 2.7161 2.5378  0.001
C: 0.3800 1.8564 -3.8222  0.005
C: -2.9625 -0.7919 -1.1160  0.003
C: 0.4332 -5.3238 -1.0603  0.001
H: 2.7732 -4.4190 -1.7330  0.000
H: 4.6925 0.7414 -2.3177  0.000
H: -0.1525 1.7184 -4.7868  -0.001
H: -0.5368 -5.6179 -1.4619  0.000
H: -0.7774 3.5790 -3.1759  0.000
H: 1.1901 -5.9982 -1.4481  0.000
H: -0.6461 5.4551 2.5678  0.000
H: 0.8813 3.5107 -2.5284  0.000
H: -0.6142 4.1128 -0.4422  0.001
H: 1.4576 1.6690 -4.0330  0.001
H: -5.4045 -2.4760 -0.0570  0.000
H: 1.0902 -2.1182 4.9100  0.000
H: -0.5573 -2.1028 4.3312  0.000
H: -2.9656 -1.4814 -1.9807  0.000
H: -0.6660 1.9572 2.5155  0.000
H: -0.0665 5.7090 0.9279  0.000
H: 5.1527 0.5355 -0.6462  0.000
H: 0.1238 3.2115 3.5063  0.000
H: -4.9923 -2.1634 -1.7281  0.000
H: 0.6039 3.9970 -4.2129  0.000
H: 1.0775 2.2217 2.3761  0.000
H: 2.4788 -3.0540 -0.6344  0.000
H: 4.6830 2.1466 -1.2093  0.000
H: 2.4695 -1.1819 1.7681  0.000
H: 2.2758 -2.8243 -2.3391  0.000
H: -5.1906 0.5650 0.6850  0.000
H: -1.0776 -0.9513 2.3644  0.002
H: 2.7914 -1.8310 3.3966  0.000
H: -1.2127 -3.4253 -1.3795  0.001
H: 0.3909 -5.4273 0.0304  0.000
H: -4.2734 -0.5889 1.6906  0.000
H: 1.0880 5.2735 2.1827  0.000
H: -6.1112 -1.0642 -0.8973  0.000
H: 2.6348 -0.0822 3.1294  0.001
H: 0.1726 -0.6027 4.9840  0.000
H: -3.4157 0.6829 0.7864  0.000

Computed properties:
⟨S²⟩ = 3.755
Multiplicity = 4
Energy = -2321.0111 Ha